# 1
C23H31As2ClNO12PdS as an isolated structure. Source: the Open Molecules 2025 dataset; level of theory: the ωB97M-V functional and the def2-TZVPD basis.

Structure (XYZ):
```
72
C23H31As2ClNO12PdS | the Open Molecules 2025 dataset | the ωB97M-V functional and the def2-TZVPD basis
Pd 1.1315 -0.9210 1.4635
As -0.0244 0.4268 -0.5589
As -0.5873 -0.8642 -3.9850
Cl 2.9683 -0.1773 2.5788
S 0.5597 -3.1013 0.4101
O -3.5342 -1.1832 -0.0784
O -0.5397 -2.0283 0.5936
O -4.2444 -0.3253 -2.6018
O 3.6538 -0.1502 -1.6959
O 1.1266 -3.1356 1.8261
O -2.4538 0.5971 0.7758
O 2.8938 0.9807 -4.2291
O -3.2887 -1.9489 -3.8368
O 2.0765 -0.9115 -5.1380
O 0.0862 -4.3393 -0.0890
O 1.5560 -2.3438 -0.3923
O 2.6368 1.3162 -0.3315
N 1.7209 2.6313 3.9270
C -1.3047 1.6267 3.8259
C -0.9770 -1.0839 3.3504
C 2.9809 -0.7771 -6.2520
C 0.8533 2.1981 2.7260
C -0.2393 2.3407 -0.5057
C 2.1489 0.0424 -4.2082
C -2.0258 -0.6248 4.1363
C -0.0885 -0.1636 2.8076
C 1.3212 0.1952 -1.9156
C -1.8700 -0.6891 -2.4867
C 4.8842 0.0582 -0.9703
C -2.6286 -0.2440 -0.0847
C 1.6016 1.8081 5.1739
C -1.6716 -0.2853 -1.2391
C -0.1888 1.1979 3.1022
C -3.2846 -0.9520 -2.9492
C 1.4852 4.0631 4.2710
C -2.2182 0.7312 4.3466
C -4.5684 -2.2584 -4.4263
C -0.1582 -2.7470 -3.6565
C 2.6280 0.5355 -1.2698
C 1.0750 -0.1683 -3.1667
C -4.4614 -1.2088 1.0229
H -5.4131 -1.5193 0.6031
H 5.2053 1.0914 -1.0822
H 3.0165 0.2568 -6.5857
H 3.9737 -1.1032 -5.9484
H -5.0846 -1.3416 -4.6992
H -4.5379 -0.2278 1.4832
H -4.3483 -2.8611 -5.3010
H 0.6614 -3.0124 -4.3202
H -3.0644 1.0847 4.9188
H 4.7315 -0.1780 0.0814
H 0.7132 2.7819 -0.2257
H 5.5949 -0.6218 -1.4258
H -1.4410 2.6893 3.9973
H 0.5813 1.8936 5.5338
H 0.1311 -2.9094 -2.6197
H 2.2981 2.2344 5.8914
H -4.1043 -1.9437 1.7416
H -5.1652 -2.8216 -3.7117
H -0.5056 2.6184 -1.5264
H 2.2084 4.3645 5.0238
H -1.0357 2.6087 0.1838
H -0.8659 -2.1414 3.1611
H 1.8493 0.7758 4.9525
H 1.5973 4.6661 3.3742
H 0.4765 4.1497 4.6659
H 2.5867 -1.4247 -7.0280
H -1.0433 -3.3285 -3.9035
H -2.7129 -1.3457 4.5609
H 0.4389 3.1283 2.3422
H 2.6817 2.5356 3.5952
H 1.5459 1.7841 1.9967
```

The net charge is +1. Its multiplicity is 1. The HOMO-LUMO gap (alpha / beta) is 0.22711 / 0.22453 hartree. As for the HOMO energy (alpha / beta): -11.489 / -11.683 eV.

---

# 2
A 2-piece molecular cluster, C3H2ClF2N overall. Source: the Open Molecules 2025 dataset; level of theory: the ωB97M-V functional and the def2-TZVPD basis.

Structure (XYZ):
```
9
C3H2ClF2N | the Open Molecules 2025 dataset | the ωB97M-V functional and the def2-TZVPD basis
Cl -3.9982 -0.4057 0.4321
F 2.6202 0.5645 0.7704
F -0.1196 -1.0914 -0.7302
N -0.4385 2.2280 -0.3479
C 1.8445 -0.3777 0.2558
C 0.0515 1.1951 -0.3008
C 0.6341 -0.0971 -0.2315
H 2.2734 -1.3699 0.2782
H -2.8674 -0.6457 -0.1262
```

For the energy above the lowest of the compared OMol25 structures with the same formula, charge and spin, the calculation gives 5.0 kJ/mol. Its multiplicity is 1. Its structure (SMILES) is N#C/C(F)=C\F.Cl. The HOMO-LUMO gap is 0.39725 hartree. As for the HOMO energy: -10.730 eV.

---

# 3
An isolated ion of composition C9H21N2 and charge +1. Source: the Open Molecules 2025 dataset; level of theory: the ωB97M-V functional and the def2-TZVPD basis.

Structure (XYZ):
```
32
C9H21N2 | the Open Molecules 2025 dataset | the ωB97M-V functional and the def2-TZVPD basis
N -1.8421 0.7948 0.4173
N 0.6137 0.1679 -0.4732
C -2.5900 1.5529 1.5049
C 1.4751 1.1908 0.1023
C -1.7708 1.7218 -0.7914
C 2.1501 -1.7665 0.3673
C -0.0389 -2.1828 -0.5514
C -0.4667 0.4190 0.9041
C 1.1256 -1.1730 -0.6119
C 0.4662 1.5497 1.1484
C 1.6855 -1.3579 -2.0037
H 1.8117 1.9030 -0.7312
H -2.8339 1.7142 -1.2718
H 1.0205 -1.0059 -2.7949
H -2.9223 0.9407 2.3335
H -1.0659 -1.8881 -0.9384
H -0.5428 -0.3901 1.5680
H 2.5550 -1.1237 1.1687
H 0.2973 -3.0678 -1.0928
H -0.8825 1.2950 -1.4064
H 0.2146 2.5839 0.8812
H 1.7008 -2.5994 0.7805
H 1.9314 -2.4320 -2.1596
H -0.3726 -2.5312 0.5815
H 0.8523 1.7298 2.1763
H 2.3291 1.0157 0.6247
H -2.1152 2.4161 1.8068
H -1.5334 2.7016 -0.3432
H -2.2853 -0.1890 0.2610
H 3.0318 -2.0979 -0.2572
H 2.6372 -0.8721 -2.2126
H -3.5998 1.9156 1.2728
```

The net charge is +1. For the energy above the lowest of the compared OMol25 structures with the same formula, charge and spin, the calculation gives 91.1 kJ/mol. Its multiplicity is 3. The HOMO-LUMO gap (alpha / beta) is 0.22012 / 0.31842 hartree. As for the HOMO energy (alpha / beta): -8.575 / -14.442 eV.

---

# 4
A 2-piece molecular cluster, C20H40B2BrClF4N8O6P2S overall. Source: the Open Molecules 2025 dataset; level of theory: the ωB97M-V functional and the def2-TZVPD basis.

Structure (XYZ):
```
85
C20H40B2BrClF4N8O6P2S | the Open Molecules 2025 dataset | the ωB97M-V functional and the def2-TZVPD basis
Br 2.5878 2.9620 2.4238
Cl 2.0105 1.1088 -3.3915
S -2.7413 3.0895 3.0809
P -4.6535 1.7426 -0.4208
P -3.1053 0.1601 -0.5520
F 4.9373 -0.1653 -5.7568
F 4.4938 -0.3651 -8.0342
F 2.7523 -0.5033 -6.4934
F 3.8098 1.5362 -6.8794
O 2.7301 2.4636 -0.3218
O -5.4208 1.9912 -1.8857
O 4.2953 2.8643 -2.1265
O -5.8441 1.0586 0.5995
O 5.1551 1.6649 -0.2106
O -4.1668 3.0003 0.2762
N 0.6003 1.7235 -0.6504
N -1.5517 0.9022 -0.9415
N -1.4447 1.4095 -2.2520
N -2.3189 -6.2167 -1.0805
N -0.1861 -5.2166 -0.9120
N -0.6354 0.5118 1.2713
N -0.0712 2.6752 2.0641
N -1.8800 -5.3360 1.0642
C 1.9040 -0.1289 5.4570
C -1.3044 -4.0989 1.6336
C 1.9270 1.3307 -0.0445
C 0.5414 -1.0330 -2.5072
C -1.7056 3.8516 -1.4220
C -2.3224 -2.8599 1.5913
C 0.3528 1.2044 2.1607
C -0.5755 -0.9680 1.3409
C -0.5140 1.0102 -0.1027
C -1.2743 2.8730 2.3510
C -1.4808 -5.5820 -0.3157
C 0.7898 -0.4281 4.3263
C -2.8400 2.8866 -3.6575
C 2.2811 -0.0393 -0.7246
C 2.8819 0.1782 2.0363
C -1.9421 2.6227 -2.3673
C 0.1979 0.8986 3.6999
C 1.9456 -0.2767 -2.2436
C -1.5701 -1.6616 2.3696
C 1.8436 1.2727 1.5852
B 4.0250 2.2924 -0.8428
B 3.9994 0.1261 -6.7938
H 3.3311 -0.4325 -0.5460
H 2.5132 -0.8929 1.9785
H -0.0369 -1.2297 -1.5620
H 0.6765 1.7716 4.2460
H 3.1551 0.3986 3.1164
H -5.3506 0.5603 1.2832
H 0.5305 2.7269 -0.4073
H 5.3439 0.8013 -0.6125
H 5.2274 3.1406 -2.1237
H 3.8554 0.2062 1.4767
H -3.1355 -0.3748 0.7718
H -0.2947 -3.8066 1.2250
H -3.2859 -3.1112 2.1377
H -0.8775 -1.3585 0.3137
H 2.7070 -1.0281 -2.6279
H -1.6514 -6.1431 1.6577
H -6.0257 2.7464 -1.7098
H -0.8838 0.9116 4.0518
H -0.0177 -0.9908 4.8984
H -3.3330 3.8999 -3.5441
H 1.1591 -1.1954 3.5763
H 0.7431 -2.0538 -2.9679
H -2.0957 3.0228 -4.5092
H -1.8624 -6.3295 -2.0016
H 1.9338 0.9526 5.7589
H -2.3468 -0.9032 2.6702
H 1.6490 -0.8148 -0.1686
H -2.6125 -2.5807 0.5394
H 0.5591 -5.1773 -0.2081
H -3.5645 2.0567 -3.8518
H -0.0468 -0.4739 -3.2934
H 0.4528 -1.4032 1.5240
H -2.6296 4.4996 -1.4785
H 2.9059 -0.5083 5.0889
H -1.1455 -4.3000 2.7422
H -1.0606 -2.1645 3.2399
H -0.8485 4.4695 -1.8423
H -0.3210 -4.2634 -1.2839
H -1.4672 3.5461 -0.3574
H 1.6379 -0.7069 6.3981
```

Its multiplicity is 1. The HOMO-LUMO gap is 0.26146 hartree. As for the HOMO energy: -9.228 eV.